Record 1
Here is a structure of composition C16H28AlBr2FMgNO10PSiV from the Open Molecules 2025 dataset. Energies are from ωB97M-V/def2-TZVPD.

Geometry as XYZ:
```
63
Properties=species:S:1:pos:R:3:forces:R:3:nbo_charge:R:1
C 5.84395 -2.17712 2.18161 -1.4 -0.1 0.0 -0.73
C 5.44206 -0.63565 2.18981 2.8 0.2 -1.6 0.83
O 6.25032 0.14652 1.61701 -2.6 -1.9 1.1 -0.33
O 4.30438 -0.11385 2.81995 0.4 -0.6 -1.1 -0.58
C 3.06966 -0.78574 2.45033 -0.9 -2.3 0.1 -0.12
C 1.83774 -0.19183 3.26203 0.7 0.4 0.1 -0.55
C 1.07613 1.05084 2.54653 0.5 -0.5 0.3 -0.95
Si -0.36013 0.54917 1.37618 0.9 2.3 -0.6 0.60
P -1.90048 -0.74554 2.28846 -1.6 -0.2 2.9 1.86
O -3.04962 0.04331 2.92407 0.4 -1.8 -1.9 -1.10
O -2.60031 -1.68168 1.01956 -0.2 -0.4 1.9 -1.06
O -1.32451 -1.86331 3.41068 -0.5 1.1 -1.8 -0.99
H 6.21816 -2.51094 3.20750 -0.4 0.7 -1.3 0.27
H 6.59800 -2.41114 1.36363 -0.9 0.7 1.2 0.30
H 4.93330 -2.81130 1.95227 1.0 0.7 0.3 0.23
H 2.91451 -0.78412 1.32686 0.1 0.2 1.2 0.24
H 3.17317 -1.87354 2.78284 -0.2 1.5 -0.5 0.23
H 1.17784 -1.05932 3.54773 0.5 1.2 -0.3 0.31
H 2.27971 0.20921 4.25202 -0.6 -1.3 -0.6 0.23
H 1.87176 1.59735 1.86947 -2.0 -0.9 0.1 0.22
H 0.72587 1.83609 3.30032 0.4 -0.9 -0.8 0.29
H -1.05133 1.81143 1.01184 -0.4 -0.1 0.6 -0.04
H 0.10024 -0.03876 0.04101 0.0 0.0 0.4 0.00
H -2.59983 -2.63046 1.30469 0.5 0.5 -0.6 0.54
H -1.53055 -1.58733 4.32651 -0.2 0.0 -0.5 0.54
Mg -4.73116 -1.11297 1.29656 1.0 0.9 0.6 1.22
F 6.99122 0.94329 3.08060 -0.2 0.4 1.5 -0.33
Br 0.44361 -1.43571 -0.92163 0.4 -1.5 -1.3 -0.58
C -5.01836 -1.67103 -3.29265 -5.8 3.8 -0.7 -0.33
O -4.26999 -2.77350 -3.01392 4.3 2.0 -0.4 -0.50
H -5.52957 -1.63352 -4.26894 0.3 -0.7 -0.1 0.19
H -5.85626 -1.41080 -2.61588 0.0 -1.1 0.5 0.15
H -4.47345 -0.72023 -3.30912 -1.9 -0.2 0.4 0.18
Al 3.03351 1.77286 3.35661 2.2 1.9 1.2 0.90
C 3.09895 -3.53949 -1.02208 1.0 -0.3 0.0 -0.72
C 4.52693 -3.96909 -0.94384 1.0 -0.4 0.0 0.28
N 5.64197 -4.30196 -0.87994 -2.0 0.7 0.0 -0.34
H 3.04258 -2.49244 -1.31832 0.0 -0.1 0.0 0.27
H 2.56871 -4.14578 -1.75676 0.1 0.1 0.1 0.27
H 2.62100 -3.66061 -0.04932 0.0 0.0 -0.1 0.24
Br -2.71858 -1.47310 -3.44925 3.0 -3.9 0.6 0.31
C -3.75258 0.98246 -7.21050 0.0 0.0 0.0 -0.21
C -3.77292 2.15177 -7.96255 0.0 0.0 0.0 -0.21
C -2.77363 3.10449 -7.79541 0.0 -0.1 0.1 -0.21
C -1.74784 2.88341 -6.88242 -0.1 0.0 0.0 -0.20
C -1.72533 1.71244 -6.13290 -0.1 0.0 0.0 -0.22
C -2.72974 0.76372 -6.29357 0.0 0.1 -0.1 -0.22
H -4.53374 0.24120 -7.33877 0.0 0.0 0.0 0.21
H -4.56874 2.32123 -8.67923 0.1 0.0 0.1 0.22
H -2.79346 4.01888 -8.37722 0.0 -0.1 0.0 0.22
H -0.96623 3.62397 -6.75572 0.0 0.0 0.0 0.22
H -0.92406 1.53942 -5.42205 0.0 0.0 -0.1 0.21
H -2.71513 -0.14727 -5.70485 0.0 0.1 -0.2 0.20
C -4.32271 3.10989 3.93757 -1.0 -1.0 0.3 -0.67
C -3.22217 4.03699 3.40224 1.2 1.4 -0.4 0.74
O -2.55778 3.57935 2.44278 -0.2 -0.6 0.1 -0.64
O -3.13266 5.12579 3.99233 -0.3 -0.8 -0.1 -0.58
H -4.35294 2.17178 3.38176 0.2 0.1 -0.1 0.20
H -4.13604 2.88566 4.98912 0.0 0.2 0.0 0.23
H -5.29315 3.60058 3.84662 0.2 0.2 0.1 0.23
O 7.27723 0.68981 7.15874 -4.3 -1.3 -1.6 -0.76
V 5.75086 0.22182 6.49194 2.0 0.7 -0.3 1.83
O 4.21522 -0.23343 5.80776 2.5 0.9 1.1 -1.00
```
Positions in Å, forces in eV/Å.

Summary:
**Energy**: -236682.1431 eV
**Total charge**: +1
**E_LUMO**: -0.2899 Ha

***

Record 2
Here is the ion C5H8ClN6O with charge +1 from the Open Molecules 2025 dataset. Energies are from ωB97M-V/def2-TZVPD.

Geometry as XYZ:
```
21
Properties=species:S:1:pos:R:3:forces:R:3:nbo_charge:R:1
C 0.17565 -2.22737 -0.19373 1.8 2.4 2.0 0.20
C 2.23278 0.51865 -0.12950 -0.5 2.3 -0.6 0.52
C 0.68619 -1.19364 0.74811 -1.7 -0.7 3.0 0.03
C -0.12710 0.83883 -0.25169 -0.8 0.7 0.5 0.34
C -1.80095 0.06336 -1.71579 -0.4 -0.7 1.8 -0.30
N -0.08869 -3.09536 -0.85801 -0.9 -2.2 -1.8 -0.19
N -1.63957 1.03522 2.10417 -0.6 0.3 -0.8 -0.41
N -0.98804 0.00574 1.93428 -1.6 -0.7 2.5 0.05
N 1.98510 -0.65060 0.41475 -0.4 0.9 -0.9 -0.53
N -0.24065 -0.08184 0.87962 3.0 -0.4 -3.7 -0.29
N 1.24639 1.37634 -0.36077 -1.3 -0.2 -0.3 -0.55
O -0.35658 0.34138 -1.53237 -1.4 0.2 0.8 -0.53
Cl 3.82925 1.09153 -0.41708 -0.8 -0.8 0.2 0.17
H 0.75014 -1.65985 1.84044 -0.1 0.7 -2.4 0.31
H -0.85375 1.60021 0.04683 0.4 0.5 -0.4 0.24
H -2.16781 0.51239 -2.65488 0.7 -1.1 0.0 0.24
H -2.45963 0.64494 -0.95291 1.4 -1.1 -0.8 0.19
H -1.83189 -1.08737 -1.49331 -0.8 2.3 -1.1 0.23
H -2.31417 0.86422 2.86083 0.7 0.1 0.2 0.36
H 2.77753 -1.08775 0.74415 1.9 -1.6 0.8 0.44
H 1.18579 2.19097 -1.01314 1.3 -1.0 0.8 0.47
```
Positions in Å, forces in eV/Å.

Summary:
**Energy**: -28814.6977 eV
**Total charge**: +1
**ΔE to the lowest compared entry with this formula, charge and spin**: 0.00 kcal per mole
**SMILES string**: [H]/N=N/N1[C@@H](C#N)NC(Cl)=[NH+][C@H]1OC
**E_LUMO**: -0.1543 Ha

***

Record 3
Here is a structure of composition C45H37ClN6O6PPb from the Open Molecules 2025 dataset. Energies are from ωB97M-V/def2-TZVPD.

Geometry as XYZ:
```
97
Properties=species:S:1:pos:R:3:forces:R:3:lowdin_charge:R:1
Pb -0.05110 -1.54540 -0.19439 -0.3 -0.7 0.2 1.51
C 0.17887 -3.76057 2.71099 0.3 -0.4 0.2 -0.05
O -0.67056 -2.73048 2.24123 -0.2 0.3 -0.2 -0.20
C -1.49876 -2.10605 3.09612 -0.5 0.3 0.1 -0.20
C -1.63188 -2.43773 4.44249 0.2 -0.2 -0.2 0.00
C -2.58786 -1.83065 5.23518 -0.1 0.1 -0.1 -0.05
C -3.45301 -0.88211 4.69988 0.0 0.1 0.1 -0.07
C -3.32646 -0.51657 3.38167 0.1 -0.1 0.0 0.00
C -2.33445 -1.08788 2.56233 -0.7 0.1 1.1 -0.17
N -2.18166 -0.69108 1.26955 1.3 -0.8 -1.1 0.04
N -2.84883 0.21450 0.74617 -0.8 1.3 1.2 0.13
C -3.22126 0.38672 -0.48397 0.3 -1.1 -0.4 -0.13
C -3.10434 -0.77539 -1.38433 -0.1 0.3 0.4 -0.34
O -2.56197 -1.80880 -0.97349 -0.1 -0.2 -0.5 -0.05
C -3.64974 -0.61090 -2.70173 -0.2 -0.1 -0.6 0.01
C -4.19957 0.55544 -3.10929 0.3 -0.7 0.0 0.02
C -4.31135 1.69382 -2.25291 0.1 0.5 0.7 -0.16
C -4.91898 2.88067 -2.68080 0.1 -0.2 0.0 -0.01
C -5.05487 3.94792 -1.82212 0.0 0.0 0.0 -0.06
C -4.57923 3.85781 -0.51481 0.0 0.0 -0.1 -0.07
C -3.96381 2.70619 -0.07451 0.0 -0.1 -0.1 -0.03
C -3.82463 1.60899 -0.93075 -0.3 0.8 -0.1 -0.11
H -0.41088 -4.58349 3.12861 0.1 0.1 0.0 0.11
H 0.73152 -4.11156 1.84104 0.0 0.0 0.0 0.09
H 0.89055 -3.37993 3.44710 -0.1 0.0 0.0 0.11
H -0.99122 -3.18605 4.87757 0.1 -0.1 0.0 0.11
H -2.66834 -2.10390 6.27635 0.0 -0.1 0.1 0.12
H -4.20853 -0.42328 5.31851 -0.1 0.0 0.0 0.11
H -3.97293 0.23573 2.95181 0.0 0.0 0.0 0.11
H -3.59225 -1.47074 -3.35148 0.0 -0.1 -0.1 0.12
H -4.57850 0.64389 -4.11595 -0.1 0.0 -0.2 0.13
H -5.28605 2.94279 -3.69452 -0.1 0.0 -0.1 0.12
H -5.53673 4.85250 -2.15775 0.0 0.1 0.0 0.11
H -4.69656 4.69599 0.15480 0.0 0.1 0.1 0.11
H -3.58832 2.62531 0.93365 0.0 0.1 0.1 0.11
O 3.21895 -0.48436 -0.04213 0.3 1.0 -0.8 -0.35
Cl 2.91049 -1.67920 0.64961 0.6 -1.1 0.7 0.61
O 4.04533 -2.21808 1.26452 1.1 -0.5 0.5 -0.25
O 2.35469 -2.62047 -0.29279 -0.5 -0.7 -0.9 -0.41
O 1.89133 -1.42716 1.63072 -0.7 0.2 0.7 -0.42
N 1.19863 -3.86019 -2.71731 0.7 -0.2 0.0 0.13
C 1.02339 -2.62026 -3.27494 -0.2 0.5 -0.7 -0.28
C 1.53774 -2.43592 -4.57328 0.0 0.0 0.1 0.01
C 1.33384 -1.24391 -5.22465 -0.1 0.0 0.3 -0.04
C 0.61299 -0.24312 -4.57637 0.0 0.0 0.1 -0.05
C 0.16169 -0.49344 -3.29883 -0.1 0.2 -0.5 -0.17
N 0.36131 -1.64410 -2.65113 0.2 -0.5 -0.1 0.02
C 0.45813 -4.54598 -1.78843 -0.6 -0.7 0.3 -0.30
C 0.64223 -5.93507 -1.69036 0.0 0.1 0.1 0.01
C -0.20764 -6.66384 -0.89135 0.0 0.2 0.0 -0.04
C -1.23237 -6.00840 -0.21197 0.0 0.1 0.0 -0.05
C -1.30513 -4.63700 -0.32664 -0.2 -0.5 0.2 -0.15
N -0.47237 -3.92581 -1.07621 0.4 0.3 -0.5 0.02
H 1.88121 -4.43320 -3.19678 -0.2 0.2 0.1 0.15
H 2.06925 -3.24470 -5.05140 0.0 -0.1 -0.1 0.12
H 1.70802 -1.09423 -6.22699 0.0 0.0 0.0 0.12
H 0.42735 0.70788 -5.04695 -0.1 0.1 0.0 0.11
H -0.38916 0.25369 -2.74565 0.0 0.2 0.0 0.10
H 1.42554 -6.41279 -2.25644 0.1 -0.1 -0.1 0.12
H -0.09602 -7.73425 -0.81012 0.0 -0.1 0.0 0.12
H -1.94709 -6.55368 0.38078 -0.1 0.0 0.1 0.11
H -2.06504 -4.05809 0.17423 -0.2 0.0 0.2 0.11
N 0.49175 0.65423 -0.25480 -1.5 0.0 -0.6 -0.25
P 1.62609 1.59393 0.26650 2.2 2.5 1.1 0.85
C 2.95987 1.98436 -0.92277 -0.4 -0.2 0.3 -0.29
C 2.89877 1.34812 -2.15428 0.0 0.1 0.1 -0.09
C 3.89656 1.54812 -3.08851 0.0 0.0 -0.1 -0.06
C 4.95681 2.39023 -2.79429 0.0 0.0 -0.1 -0.07
C 5.00926 3.04100 -1.57321 0.1 0.1 0.0 -0.06
C 4.00952 2.84457 -0.63556 0.0 0.0 0.0 -0.08
C 0.86096 3.24853 0.55739 -0.2 -0.6 -0.3 -0.26
C 1.55971 4.22323 1.25749 0.1 0.0 0.0 -0.08
C 0.99794 5.47147 1.44784 0.1 0.0 0.0 -0.06
C -0.27044 5.74349 0.96115 -0.1 0.0 0.0 -0.07
C -0.97752 4.76348 0.28541 -0.1 0.1 0.0 -0.07
C -0.41210 3.51545 0.07850 0.0 0.0 0.0 -0.08
C 2.30701 1.35039 1.95363 -0.3 -0.1 -0.4 -0.32
C 1.36140 1.35330 2.97276 0.0 0.0 0.0 -0.09
C 1.76437 1.22408 4.28876 -0.1 0.0 0.0 -0.06
C 3.11251 1.09275 4.58379 0.0 0.0 0.1 -0.07
C 4.05175 1.08398 3.56712 0.1 0.0 0.0 -0.05
C 3.65362 1.21177 2.24671 0.0 0.1 -0.1 -0.09
H 2.07599 0.67911 -2.34852 0.0 -0.1 -0.1 0.06
H 3.85793 1.04027 -4.04222 0.0 0.0 -0.1 0.10
H 5.74505 2.53981 -3.51729 0.1 0.0 -0.1 0.11
H 5.83829 3.69792 -1.34906 0.0 0.0 0.0 0.11
H 4.06788 3.35838 0.31155 0.0 0.0 0.1 0.10
H 2.53254 4.00725 1.67637 0.0 0.0 0.0 0.10
H 1.55446 6.22848 1.97880 0.0 0.1 0.1 0.11
H -0.70571 6.71990 1.11440 -0.1 0.1 0.0 0.11
H -1.97007 4.96965 -0.08732 -0.1 0.0 0.0 0.09
H -0.95096 2.73584 -0.43961 -0.1 0.0 -0.1 0.08
H 0.31292 1.44500 2.71883 -0.1 0.0 0.1 0.11
H 1.03016 1.22232 5.08286 0.0 0.0 0.0 0.11
H 3.42995 0.98508 5.60995 0.0 0.0 0.1 0.11
H 5.10025 0.96070 3.79670 0.1 0.0 0.0 0.11
H 4.37988 1.17376 1.44955 0.1 0.0 0.0 0.11
```
Positions in Å, forces in eV/Å.

Summary:
**Energy**: -95535.4063 eV
**Total charge**: +1
**ΔE to the lowest compared entry with this formula, charge and spin**: 102.86 kcal per mole
**E_LUMO (alpha / beta)**: -0.1625 / -0.1612 Ha

***

Record 4
Here is an isolated molecule of C7H19NSSi from the Open Molecules 2025 dataset. Energies are from ωB97M-V/def2-TZVPD.

Geometry as XYZ:
```
29
Properties=species:S:1:pos:R:3:forces:R:3:nbo_charge:R:1
C -0.25836 1.62579 2.67353 -4.1 1.3 -2.3 -0.63
C -2.14717 -1.86377 1.94086 -0.2 3.9 -0.6 -0.62
C -0.37043 -0.49141 -3.04094 1.7 -2.6 0.0 -1.14
C 1.46034 1.96175 -2.01899 0.7 -3.6 -2.4 -1.08
C 2.07156 -0.97687 -1.10225 -1.0 0.2 2.3 -1.15
C 0.33504 0.84638 1.53715 -0.8 3.3 -2.6 -0.59
C -1.13611 -1.40415 0.88628 -1.6 -2.4 -4.1 -0.59
N -2.25126 1.22613 0.32343 0.8 -0.6 -0.5 -1.08
Si 0.70186 0.23237 -1.64086 -0.4 -0.6 0.2 1.40
S -1.03899 0.37632 0.26921 0.9 0.2 1.1 1.16
H 0.52024 1.98654 3.19829 2.6 1.5 2.1 0.20
H -0.84841 2.52072 2.19364 1.0 -1.5 1.1 0.23
H -0.97881 1.15126 3.38075 0.6 -0.2 -0.8 0.22
H -3.16017 -1.56325 1.54020 0.9 -0.1 1.0 0.24
H -2.16177 -2.88764 2.13122 0.3 -1.8 0.1 0.22
H -1.80965 -1.30478 2.85938 -1.1 -0.6 -0.5 0.21
H -1.17142 0.17924 -3.26263 -0.7 0.1 -0.3 0.25
H 0.23668 -0.75978 -3.97513 -0.7 0.8 1.1 0.25
H -0.71443 -1.56431 -2.72216 0.1 2.1 -0.3 0.25
H 2.10800 2.25377 -1.30611 1.9 0.9 3.2 0.23
H 2.22164 1.92696 -2.87643 -1.8 0.0 0.4 0.25
H 0.70229 2.64725 -2.06713 -1.8 2.0 -0.8 0.24
H 2.45260 -0.94410 -0.06348 0.0 1.3 -0.2 0.25
H 1.85884 -2.00600 -0.97141 -1.3 -1.4 -0.8 0.25
H 2.91353 -1.00269 -1.70437 1.7 0.5 -1.5 0.24
H 0.78905 0.03111 1.93322 1.7 -2.7 0.5 0.20
H 1.09463 1.52785 0.89934 -1.6 -1.5 1.6 0.20
H -1.26280 -2.07396 -0.13249 -0.1 1.7 2.2 0.20
H -0.15653 -1.65073 1.11789 2.0 -0.3 0.8 0.20
```
Positions in Å, forces in eV/Å.

Summary:
**Energy**: -27764.8184 eV
**Total charge**: 0
**ΔE to the lowest compared entry with this formula, charge and spin**: 136.15 kcal per mole
**SMILES string**: CCS(#N)(CC)[Si](C)(C)C
**E_LUMO**: 0.0213 Ha

***

What did the second record say?
Here is the ion C5H8ClN6O with charge +1 from the Open Molecules 2025 dataset. Energies are from ωB97M-V/def2-TZVPD.

Geometry as XYZ:
```
21
Properties=species:S:1:pos:R:3:forces:R:3:nbo_charge:R:1
C 0.17565 -2.22737 -0.19373 1.8 2.4 2.0 0.20
C 2.23278 0.51865 -0.12950 -0.5 2.3 -0.6 0.52
C 0.68619 -1.19364 0.74811 -1.7 -0.7 3.0 0.03
C -0.12710 0.83883 -0.25169 -0.8 0.7 0.5 0.34
C -1.80095 0.06336 -1.71579 -0.4 -0.7 1.8 -0.30
N -0.08869 -3.09536 -0.85801 -0.9 -2.2 -1.8 -0.19
N -1.63957 1.03522 2.10417 -0.6 0.3 -0.8 -0.41
N -0.98804 0.00574 1.93428 -1.6 -0.7 2.5 0.05
N 1.98510 -0.65060 0.41475 -0.4 0.9 -0.9 -0.53
N -0.24065 -0.08184 0.87962 3.0 -0.4 -3.7 -0.29
N 1.24639 1.37634 -0.36077 -1.3 -0.2 -0.3 -0.55
O -0.35658 0.34138 -1.53237 -1.4 0.2 0.8 -0.53
Cl 3.82925 1.09153 -0.41708 -0.8 -0.8 0.2 0.17
H 0.75014 -1.65985 1.84044 -0.1 0.7 -2.4 0.31
H -0.85375 1.60021 0.04683 0.4 0.5 -0.4 0.24
H -2.16781 0.51239 -2.65488 0.7 -1.1 0.0 0.24
H -2.45963 0.64494 -0.95291 1.4 -1.1 -0.8 0.19
H -1.83189 -1.08737 -1.49331 -0.8 2.3 -1.1 0.23
H -2.31417 0.86422 2.86083 0.7 0.1 0.2 0.36
H 2.77753 -1.08775 0.74415 1.9 -1.6 0.8 0.44
H 1.18579 2.19097 -1.01314 1.3 -1.0 0.8 0.47
```
Positions in Å, forces in eV/Å.

Summary:
**Energy**: -28814.6977 eV
**Total charge**: +1
**ΔE to the lowest compared entry with this formula, charge and spin**: 0.00 kcal per mole
**SMILES string**: [H]/N=N/N1[C@@H](C#N)NC(Cl)=[NH+][C@H]1OC
**E_LUMO**: -0.1543 Ha